[1]
{"formula": "C8H28BN5O10P4", "method": "ωB97M-V/def2-TZVPD", "elements": ["N", "P", "O", "O", "O", "C", "O", "N", "C", "B", "O", "O", "P", "P", "O", "O", "O", "H", "H", "H", "H", "H", "H", "H", "H", "H", "H", "C", "N", "C", "P", "O", "N", "C", "C", "N", "C", "C", "H", "H", "H", "H", "H", "H", "H", "H", "H", "H", "H", "H", "H", "H", "H", "H", "H", "H"], "positions_angstrom": [[3.48175, -3.43598, -1.36994], [3.55646, -3.77751, -2.89212], [3.26916, -5.35057, -3.06162], [5.05369, -3.41307, -3.45188], [2.38724, -3.04481, -3.79152], [2.78292, -1.83971, -4.41586], [3.23302, -1.88451, -5.48307], [2.59260, -0.54187, -3.81495], [3.28494, -0.40992, -2.49388], [3.45197, 1.10699, -1.98083], [4.71801, 1.70817, -2.07115], [2.44256, 1.87685, -1.41226], [0.87673, -0.13724, -3.76694], [-0.28655, -1.54775, -2.55963], [-1.58944, -0.89124, -2.36753], [0.33276, -1.78734, -1.03719], [-0.56207, -2.96696, -3.31863], [4.35535, -3.02957, -1.04056], [3.65400, -5.81609, -2.30210], [5.50081, -2.83514, -2.81746], [2.80398, -1.04444, -1.71777], [4.31871, -0.80401, -2.63910], [5.37269, 1.12036, -1.66330], [2.46555, 1.85405, -0.44445], [0.68820, 1.08504, -3.05464], [0.69967, -0.91312, -0.81076], [-0.08137, -3.64906, -2.81090], [-3.40482, 0.29068, 0.52326], [-3.03005, 0.20121, 1.92878], [-3.08908, -1.19547, 2.34996], [-1.60361, 0.98824, 2.51154], [-0.62378, 0.23947, 1.60795], [-1.34032, 2.54163, 1.84122], [-2.32549, 3.33185, 1.13885], [-0.01112, 2.81850, 1.31425], [-2.58182, 1.82002, 3.75682], [-1.88387, 1.82649, 5.05288], [-4.00674, 1.61431, 3.98428], [-4.31088, -0.28976, 0.33052], [-2.61962, -0.07232, -0.14708], [-3.66420, 1.31100, 0.24446], [-2.85738, -1.28272, 3.41889], [-2.37670, -1.81997, 1.79922], [-4.09484, -1.59957, 2.20969], [-2.36656, 3.07205, 0.07450], [-2.08234, 4.39699, 1.20968], [-3.32423, 3.22812, 1.56304], [0.11574, 2.41508, 0.30034], [0.75747, 2.38514, 1.95369], [0.17636, 3.89541, 1.28252], [-1.88994, 0.83481, 5.51627], [-2.33620, 2.54152, 5.74329], [-0.84047, 2.13114, 4.91681], [-4.23371, 0.61339, 4.36617], [-4.58668, 1.78850, 3.08112], [-4.36847, 2.34273, 4.71710]], "forces_ev_per_angstrom": [[0.2, 0.1, -0.7], [0.7, -0.1, 2.9], [0.0, 1.2, -1.3], [-1.4, -0.5, -0.8], [1.6, -0.4, 1.0], [-0.5, 1.4, 0.3], [1.0, -0.7, -2.3], [-1.0, -0.4, 2.3], [0.4, -0.4, 0.3], [0.7, 0.8, 0.1], [-0.7, -0.7, 0.9], [0.1, -0.9, -0.2], [-0.6, -0.6, -1.9], [-1.9, 0.4, 2.0], [0.1, 0.6, -0.8], [0.4, -0.4, -2.0], [1.7, 0.7, 1.5], [-0.4, 0.0, 0.3], [-0.2, 0.3, 0.0], [-0.2, -0.2, -0.2], [0.3, 0.2, -0.4], [-0.6, 0.2, 0.1], [0.1, 0.2, -0.7], [-0.1, 0.3, -0.3], [0.7, -0.7, 0.4], [-0.2, -0.4, 0.4], [-0.2, -0.1, -0.5], [0.4, 0.3, -0.4], [-0.9, -0.1, 0.2], [0.1, 0.1, 0.4], [-3.5, 2.0, -5.7], [1.5, -0.6, 3.1], [1.2, 0.4, 0.0], [-0.4, 0.3, 0.5], [0.1, -0.4, -0.2], [1.2, -1.3, 1.9], [0.2, 0.5, 0.0], [-0.3, -0.5, -0.1], [0.1, -0.2, 0.2], [-0.1, 0.0, -0.1], [0.2, 0.0, 0.1], [0.1, 0.0, 0.0], [0.0, 0.0, 0.0], [0.0, 0.1, -0.1], [0.0, 0.0, 0.0], [0.1, 0.0, 0.0], [0.0, -0.2, 0.0], [0.1, 0.0, 0.0], [0.0, -0.1, -0.1], [-0.2, 0.0, 0.0], [0.0, 0.1, 0.2], [-0.1, 0.0, -0.1], [0.0, -0.1, -0.1], [-0.2, 0.0, 0.0], [0.2, -0.2, -0.1], [0.4, 0.0, 0.1]], "largest_force_ha_per_bohr": 0.136, "smiles": "N=P(O)(O)OC(=O)N(CB(O)O)PP(=O)(O)O.CN(C)P(=O)(N(C)C)N(C)C", "de_lowest_kj_mol": 137.9, "spin_multiplicity": 1, "gap_ev": 7.69}


[2]
{"formula": "C3H6N2S", "method": "ωB97M-V/def2-TZVPD", "elements": ["C", "N", "C", "N", "C", "S", "H", "H", "H", "H", "H", "H"], "positions_angstrom": [[-0.57571, -0.56853, 2.76239], [-0.64927, -0.16836, 1.20472], [-0.00882, -1.10751, 0.50086], [0.37889, -1.01433, -0.86981], [0.44479, 0.00825, -1.67782], [0.13631, 1.50858, -1.13545], [-0.20108, 0.65314, 3.09862], [0.17826, -1.51957, 3.12898], [-1.79020, -0.82135, 3.17623], [0.41822, -2.18363, 0.92386], [0.96105, -1.86277, -1.26621], [0.98379, -0.11747, -2.75120]], "forces_ev_per_angstrom": [[-1.2, 1.9, 0.2], [2.6, -5.0, 0.4], [-0.2, 0.2, 1.8], [1.4, -5.2, 0.1], [1.6, 3.2, -2.3], [-0.3, 0.7, -0.8], [-1.1, -4.3, -0.1], [-2.0, 2.9, -1.3], [3.9, 1.0, -1.2], [-1.2, 2.9, -0.8], [-2.0, 2.0, 1.5], [-1.5, -0.3, 2.6]], "largest_force_ha_per_bohr": 0.110, "smiles": "C/N=C/NC=S", "de_lowest_kj_mol": 436.1, "spin_multiplicity": 1, "gap_ev": 8.27}


[3]
{"formula": "C6H10O", "method": "ωB97M-V/def2-TZVPD", "elements": ["C", "C", "C", "C", "C", "C", "O", "H", "H", "H", "H", "H", "H", "H", "H", "H", "H"], "positions_angstrom": [[-2.19183, 0.26271, 0.14178], [-0.74267, 0.17726, 0.52824], [-0.11370, -1.16638, 0.15538], [1.35325, -1.17558, 0.28473], [1.88372, -0.02265, -0.06771], [1.21916, 1.28872, -0.19851], [-0.16222, 1.23492, -0.17536], [-2.75017, -0.51616, 0.65769], [-2.28766, 0.11337, -0.93816], [-2.60013, 1.24734, 0.38692], [-0.63128, 0.36844, 1.60943], [-0.34527, -1.44661, -0.95529], [-0.51325, -1.96735, 0.76310], [1.94963, -2.08390, 0.37417], [2.90827, -0.08638, -0.34910], [1.55853, 1.95602, 0.60602], [1.44934, 1.79498, -1.13800]], "forces_ev_per_angstrom": [[-0.4, -0.3, 0.0], [-0.2, -0.3, 0.1], [-1.2, -1.3, -0.9], [-0.2, 0.7, -0.9], [1.7, -0.4, 0.0], [0.2, 0.5, -0.1], [-0.6, 0.4, -0.6], [-0.2, 0.0, 0.0], [0.0, 0.0, 0.1], [0.0, -0.2, 0.0], [0.1, -0.3, 0.0], [0.1, 0.5, 1.8], [-0.7, -0.1, 0.2], [-0.3, 0.2, -0.1], [1.0, 0.6, 0.3], [0.3, 0.0, 0.1], [0.4, -0.1, 0.0]], "largest_force_ha_per_bohr": 0.038, "smiles": "C[C@H]1CC=CCO1", "de_lowest_kj_mol": 88.1, "spin_multiplicity": 1, "gap_ev": 10.21}


[4]
{"formula": "C54H45Co2NO5PSi", "method": "ωB97M-V/def2-TZVPD", "elements": ["O", "C", "Co", "C", "O", "C", "O", "C", "C", "C", "C", "C", "C", "C", "C", "C", "Co", "C", "O", "C", "O", "P", "C", "C", "C", "C", "C", "C", "C", "C", "C", "C", "C", "C", "C", "C", "C", "C", "C", "C", "H", "H", "H", "H", "H", "H", "H", "H", "H", "H", "H", "H", "H", "H", "H", "H", "H", "H", "H", "H", "H", "H", "C", "C", "C", "C", "Si", "C", "C", "C", "C", "C", "C", "C", "C", "C", "C", "C", "C", "C", "C", "C", "C", "N", "C", "C", "H", "H", "H", "H", "H", "H", "H", "H", "H", "H", "H", "H", "H", "H", "H", "H", "H", "H", "H", "H", "H", "H", "H"], "positions_angstrom": [[2.59669, 4.16953, 1.89938], [1.86003, 3.27197, 1.92990], [0.66105, 2.01776, 2.06236], [1.37600, 1.04703, 3.40811], [1.88704, 0.70968, 4.39345], [-0.35483, 3.09852, 2.99603], [-0.86444, 3.87222, 3.69346], [-0.15017, 1.82705, 0.48955], [0.98655, 0.97841, 0.59122], [2.14038, 0.56112, -0.07616], [3.24448, 0.06131, 0.70536], [4.56527, 0.48885, 0.40612], [5.60392, 0.21488, 1.28333], [5.35916, -0.52262, 2.44974], [4.06999, -0.97680, 2.74159], [3.03257, -0.73668, 1.85204], [-0.70719, 0.27797, 1.28761], [-0.37776, -1.00782, 2.43782], [-0.26105, -1.91469, 3.15442], [-1.48414, -0.43494, -0.08802], [-2.02089, -0.88539, -1.00992], [-2.60869, 0.92592, 2.26595], [-2.80854, 1.09798, 4.07753], [-4.04916, 1.39637, 4.66201], [-4.15343, 1.54894, 6.04893], [-3.03254, 1.33630, 6.86391], [-1.82086, 0.96396, 6.28767], [-1.70012, 0.86274, 4.89992], [-3.21397, 2.52279, 1.59529], [-3.62753, 3.60302, 2.38295], [-3.94645, 4.82464, 1.78013], [-3.91574, 4.95605, 0.38879], [-3.53944, 3.87135, -0.40123], [-3.19727, 2.65458, 0.19607], [-4.03223, -0.18903, 1.91416], [-5.17351, 0.21455, 1.20527], [-6.17378, -0.71547, 0.89812], [-6.07122, -2.03541, 1.33940], [-4.95740, -2.42907, 2.08750], [-3.94606, -1.50997, 2.38337], [-0.53676, 2.36040, -0.35833], [2.30045, 0.86416, -1.10714], [4.70035, 1.10442, -0.48746], [6.59642, 0.60944, 1.06567], [6.16664, -0.71384, 3.15363], [3.85533, -1.50271, 3.67602], [2.03250, -1.16253, 2.00053], [-4.93539, 1.53132, 4.03425], [-5.10490, 1.83319, 6.49490], [-3.11071, 1.45772, 7.94600], [-0.95091, 0.75907, 6.91529], [-0.74137, 0.60046, 4.44552], [-3.72356, 3.49950, 3.46324], [-4.20949, 5.67674, 2.40497], [-4.17650, 5.90860, -0.07748], [-3.49254, 3.95990, -1.48796], [-2.90960, 1.80559, -0.43014], [-5.29205, 1.25091, 0.89032], [-7.03254, -0.40001, 0.30570], [-6.85232, -2.75850, 1.09689], [-4.86862, -3.45728, 2.43599], [-3.08698, -1.82065, 2.98381], [0.90305, 2.38886, -3.84288], [1.56055, 3.25467, -4.72267], [2.85193, 2.95999, -5.18037], [3.50862, 1.80282, -4.73984], [5.21383, 1.35179, -5.33946], [5.86064, 2.50591, -6.65086], [7.05694, 3.21075, -6.43061], [7.55184, 4.09435, -7.39577], [6.86462, 4.28129, -8.60016], [5.67957, 3.57630, -8.83229], [5.17870, 2.69501, -7.86493], [6.38038, 1.32024, -3.89362], [6.12617, 2.16514, -2.80672], [6.97206, 2.14146, -1.69237], [8.07190, 1.27751, -1.66020], [8.32327, 0.43129, -2.74465], [7.48396, 0.45414, -3.86511], [5.10449, -0.44448, -5.88242], [4.32815, -0.64595, -7.19471], [3.64408, -2.01181, -7.02070], [3.75338, -2.36938, -5.53133], [4.42167, -1.23825, -4.87052], [2.83686, 0.93691, -3.86565], [1.53339, 1.20733, -3.43672], [-0.09544, 2.62140, -3.46652], [1.06602, 4.16697, -5.05981], [3.35231, 3.62888, -5.88310], [7.60250, 3.06104, -5.49611], [8.47808, 4.63944, -7.20746], [7.25169, 4.97073, -9.35389], [5.13721, 3.71174, -9.76969], [4.25133, 2.14987, -8.05839], [5.26285, 2.83627, -2.82977], [6.76415, 2.79892, -0.84598], [8.72934, 1.26319, -0.78846], [9.17536, -0.25015, -2.72697], [7.68830, -0.20198, -4.71544], [6.15216, -0.78289, -6.01977], [3.56963, 0.13565, -7.33112], [5.00364, -0.57035, -8.05071], [2.60621, -1.98651, -7.35892], [4.16984, -2.76370, -7.60944], [2.76084, -2.54095, -5.10131], [4.33961, -3.28738, -5.36613], [5.02195, -1.52496, -4.10237], [3.31760, 0.00805, -3.55254], [1.01952, 0.50023, -2.78246]], "forces_ev_per_angstrom": [[-1.3, -1.6, 0.1], [2.1, 1.9, -0.8], [0.8, 0.6, 4.5], [1.5, 0.5, 2.0], [-1.2, 0.1, -1.7], [-1.5, 1.6, 1.8], [0.7, -0.9, -1.1], [1.0, -0.9, -3.6], [0.2, 0.3, -3.1], [-0.7, 0.0, 0.6], [0.1, 0.1, -0.4], [-0.3, -0.2, 0.3], [-0.3, -0.1, -0.2], [0.1, 0.1, 0.4], [0.1, 0.0, -0.2], [0.0, 0.1, -0.2], [-1.9, -0.9, 1.9], [0.0, -2.2, 0.4], [0.0, 1.2, -0.5], [0.2, -0.8, -1.1], [0.3, 0.5, 0.8], [-0.3, 0.0, -0.4], [0.0, -0.1, 0.4], [0.1, 0.1, 0.4], [0.3, -0.1, -0.2], [-0.1, 0.0, -0.3], [0.1, 0.0, 0.0], [-0.3, 0.0, 0.0], [-0.3, 0.1, 0.0], [-0.1, 0.2, -0.4], [0.0, -0.2, -0.2], [0.1, 0.1, 0.2], [0.0, -0.4, 0.1], [0.0, 0.4, 0.1], [-0.4, 0.1, 0.2], [0.0, -0.5, 0.0], [0.2, 0.0, 0.2], [0.2, 0.1, 0.0], [0.1, 0.3, 0.0], [-0.3, -0.1, -0.3], [0.0, 0.6, 0.0], [0.1, 0.1, 0.2], [0.1, -0.2, 0.3], [-0.1, -0.2, 0.1], [-0.1, 0.1, -0.1], [0.2, 0.0, -0.3], [0.6, 0.3, 0.1], [0.3, -0.1, 0.2], [0.2, -0.1, -0.1], [0.0, -0.1, -0.3], [-0.3, 0.1, -0.2], [-0.5, 0.1, 0.2], [0.3, 0.1, -0.3], [0.0, -0.2, -0.1], [0.1, -0.3, 0.1], [-0.1, 0.0, 0.3], [0.0, 0.3, 0.3], [0.1, -0.3, 0.0], [0.1, -0.1, 0.2], [0.2, 0.2, 0.1], [0.0, 0.2, 0.0], [-0.2, 0.1, -0.3], [0.3, -0.2, -0.1], [0.1, 0.0, 0.0], [-0.4, -0.1, 0.3], [-0.2, 0.3, -0.3], [-0.4, -0.5, 0.5], [0.2, 0.2, -0.3], [-0.1, 0.1, -0.4], [-0.1, -0.1, -0.1], [-0.1, -0.2, 0.3], [-0.1, -0.1, 0.2], [0.4, 0.3, -0.1], [0.1, 0.1, 0.1], [0.5, -0.2, 0.3], [0.0, 0.0, -0.1], [-0.2, 0.0, -0.2], [-0.1, 0.0, -0.2], [0.1, 0.3, 0.6], [0.9, 0.3, -0.5], [-0.2, 0.2, 0.4], [0.2, -0.2, -0.3], [0.1, -0.2, 0.4], [-0.2, -0.4, -0.4], [-0.5, -0.1, 0.3], [0.1, 0.3, -0.3], [0.3, 0.0, -0.2], [0.1, -0.2, 0.1], [-0.2, -0.1, 0.2], [-0.1, 0.1, -0.3], [-0.2, -0.1, -0.1], [-0.1, -0.2, 0.2], [0.2, 0.0, 0.2], [0.3, 0.2, 0.0], [0.2, -0.2, 0.1], [0.1, -0.2, -0.2], [-0.2, 0.0, -0.3], [-0.2, 0.2, 0.1], [0.0, 0.2, 0.3], [-0.2, -0.2, -0.3], [0.0, -0.1, 0.1], [-0.1, -0.2, 0.0], [0.1, 0.0, 0.0], [-0.1, 0.0, -0.1], [0.1, 0.1, 0.1], [-0.2, 0.0, -0.3], [-0.1, 0.1, -0.3], [-0.3, 0.6, 0.0], [0.2, 0.3, -0.1]], "largest_force_ha_per_bohr": 0.090, "de_lowest_kj_mol": 0.0, "total_charge": -1, "spin_multiplicity": 1, "gap_ev": 4.74}


[5]
{"formula": "C14H16O", "method": "ωB97M-V/def2-TZVPD", "elements": ["C", "C", "C", "C", "C", "O", "C", "C", "H", "H", "H", "H", "H", "H", "H", "H", "C", "C", "C", "C", "C", "C", "C", "H", "H", "H", "H", "H", "H", "H", "H"], "positions_angstrom": [[-2.04858, -2.02841, -1.13268], [-1.14180, -0.97158, -1.72582], [-1.53297, 0.35997, -1.59678], [-0.55747, 1.36070, -1.83853], [0.71295, 0.97496, -2.19017], [1.64194, 1.94181, -2.44153], [1.00655, -0.34992, -2.50659], [0.14188, -1.36794, -2.10583], [-1.48521, -2.90856, -0.77664], [-2.80303, -2.49545, -1.78563], [-2.64042, -1.68882, -0.26832], [-2.54145, 0.69454, -1.43614], [-0.84582, 2.38123, -1.62206], [2.53273, 1.61650, -2.61868], [2.03374, -0.58891, -2.79198], [0.23317, -2.44257, -2.11270], [1.97560, -0.67538, 0.59110], [0.89848, -0.01090, 1.45840], [0.13525, -0.72475, 2.38313], [-0.63913, -0.00223, 3.31278], [-0.87089, 1.37954, 3.12848], [-0.04836, 2.08563, 2.29538], [0.77375, 1.36627, 1.39546], [2.91034, -0.33159, 1.02981], [1.96256, -0.53266, -0.49778], [1.76632, -1.75398, 0.73331], [-0.07588, -1.78778, 2.35041], [-0.83773, -0.39729, 4.30453], [-1.70061, 1.78354, 3.69869], [-0.01708, 3.16690, 2.24351], [1.06119, 1.94713, 0.52285]], "forces_ev_per_angstrom": [[-0.8, -1.1, 0.2], [-1.1, -0.6, 1.5], [2.1, 0.8, -1.3], [-1.6, -0.8, 0.9], [0.5, -0.2, -1.6], [0.1, 0.9, 0.3], [0.7, -1.0, 0.9], [-1.5, 1.5, -0.6], [0.1, 0.5, 0.0], [0.2, 0.5, -0.3], [0.4, 0.2, -0.2], [-0.3, -0.3, 0.5], [0.4, 0.1, -0.3], [-0.4, -0.4, 0.1], [-0.2, 0.1, -0.2], [1.0, 0.0, -0.3], [-1.3, -0.9, 0.6], [0.2, 0.0, -1.4], [-0.7, 0.9, 0.8], [0.6, 0.7, -0.7], [0.3, -1.1, 1.4], [0.2, -0.4, -1.5], [-1.0, 1.1, 0.7], [0.3, -0.5, -0.2], [-0.1, 0.5, 0.8], [0.9, 0.3, 0.0], [1.1, -0.2, 0.2], [-1.1, -0.6, -0.5], [0.5, 0.5, 0.3], [-0.5, 0.0, -0.1], [1.0, -0.3, 0.3]], "largest_force_ha_per_bohr": 0.050, "smiles": "Cc1ccc(O)cc1.Cc1ccccc1", "de_lowest_kj_mol": 183.0, "spin_multiplicity": 1, "gap_ev": 9.20}


[6]
{"formula": "C5H6N2S2", "method": "ωB97M-V/def2-TZVPD", "elements": ["C", "C", "C", "C", "C", "N", "N", "S", "S", "H", "H", "H", "H", "H", "H"], "positions_angstrom": [[-1.62326, 1.46310, 0.87754], [-2.25053, 1.66121, -0.28060], [-1.16044, -0.57519, -0.25515], [2.49079, 0.33389, -0.36628], [1.53827, -2.00087, -0.32719], [-1.06659, 0.19314, 0.83334], [1.71847, -0.59047, -0.36408], [3.08831, 1.80165, -0.62336], [-2.06605, 0.37841, -1.38430], [-1.55975, 2.08400, 1.76855], [-3.03328, 2.32905, -0.56845], [1.66696, -2.18206, 0.72667], [0.63162, -2.26447, -0.83613], [2.22850, -2.60460, -0.83334], [-0.60302, -0.02680, 1.63276]], "forces_ev_per_angstrom": [[-0.4, -0.2, -0.4], [-1.3, 1.0, -0.8], [-0.1, -0.2, -0.2], [3.2, -1.4, 0.8], [0.4, 0.8, 0.5], [-1.1, 1.3, -1.7], [-2.8, 0.0, -1.4], [-0.4, 1.6, -0.4], [0.6, -1.0, 0.8], [-0.1, -0.3, -0.3], [0.2, 1.1, 0.3], [-0.8, -0.9, 0.5], [-1.0, 0.1, 0.8], [2.0, -0.3, -0.9], [1.9, -1.6, 2.3]], "largest_force_ha_per_bohr": 0.069, "de_lowest_kj_mol": 221.9, "spin_multiplicity": 3, "gap_ev": [5.96, 6.05]}